P) Computed, not measured: one molecule with the formula C4H6N2O2, with wB97M-V/def2-TZVPD.

Structure (XYZ):
```
14
Properties=species:S:1:pos:R:3:nbo_charge:R:1
C -0.423 -0.705 1.341 -0.094
C -1.348 0.141 0.295 0.644
C 0.541 1.031 -1.050 -0.005
C 1.346 1.173 0.035 -0.500
H 1.214 -2.331 -0.323 0.484
H -1.087 -0.912 2.327 0.231
H -1.493 0.438 -1.789 0.421
H 0.532 1.367 -2.174 0.220
H 0.838 0.927 1.117 0.224
H 2.387 1.528 -0.068 0.231
N 0.280 -1.648 1.063 -0.103
N -0.758 0.351 -1.020 -0.658
O 0.554 -1.590 -0.253 -0.538
O -2.583 0.230 0.497 -0.557
```

net charge: 0
gap between HOMO and LUMO: 9.26 eV
SMILES: C=CNC(=O)/C=N\O
2S+1: 1
HOMO level: -8.896 eV



Q) Computed, not measured: one molecule with the formula C4H6N2O2, with wB97M-V/def2-TZVPD.

Structure (XYZ):
```
14
Properties=species:S:1:pos:R:3:nbo_charge:R:1
C 0.590 -1.111 0.006 0.165
C -0.509 -0.253 0.010 -0.414
C -1.760 -0.929 -0.076 0.434
C -0.569 1.137 0.113 0.636
H 2.408 -1.576 0.504 0.397
H 2.118 0.184 0.880 0.432
H 0.394 -2.161 -0.253 0.221
H -1.566 -2.088 0.334 0.056
H 0.729 1.592 -1.455 0.391
H 0.319 2.971 -0.466 0.410
N 1.849 -0.749 0.269 -0.779
N 0.324 1.977 -0.616 -0.842
O -2.967 -0.636 -0.217 -0.532
O -1.360 1.641 0.966 -0.575
```

net charge: 0
gap between HOMO and LUMO: 9.08 eV
SMILES: N/C=C(/C=O)C(N)=O
2S+1: 1
HOMO level: -8.975 eV



R) Computed, not measured: one molecule with the formula C4H6N2O2, with wB97M-V/def2-TZVPD.

Structure (XYZ):
```
14
Properties=species:S:1:pos:R:3:nbo_charge:R:1
C 2.493 0.002 0.663 -0.438
C 1.721 -0.204 -0.571 -0.032
C -1.239 -1.203 0.076 0.611
C -0.263 1.347 0.045 0.296
H 3.574 -0.276 0.582 0.213
H 1.997 0.613 1.653 0.232
H 2.011 -0.863 -1.335 0.221
H -2.158 -1.794 -0.374 0.145
H 0.575 1.795 0.637 0.185
H -2.028 1.242 -0.641 0.346
N 0.316 0.196 -0.429 -0.212
N -1.404 1.742 -0.093 -0.676
O -0.418 -0.860 -1.071 -0.359
O -1.162 -0.882 1.302 -0.532
```

net charge: 0
gap between HOMO and LUMO: 9.52 eV
SMILES: [H]/N=C\N(C=C)OC=O
2S+1: 1
HOMO level: -8.817 eV



S) Computed, not measured: one molecule with the formula C4H6N2O2, with wB97M-V/def2-TZVPD.

Structure (XYZ):
```
14
Properties=species:S:1:pos:R:3:nbo_charge:R:1
C -0.171 -1.288 -0.604 0.644
C 1.312 -0.365 0.637 -0.091
C 0.182 0.460 0.682 0.201
C -0.097 1.879 0.888 -0.139
H -1.199 -2.044 -2.131 0.372
H -0.055 -3.054 -1.524 0.399
H 2.143 -0.213 1.468 0.235
H -0.963 2.169 1.642 0.182
H 0.771 2.126 1.583 0.208
H -1.006 1.950 -0.716 0.476
N -0.792 -2.359 -1.311 -0.805
N 0.998 -1.467 -0.145 -0.520
O -0.220 2.397 -0.406 -0.687
O -0.901 -0.191 -0.061 -0.476
```

net charge: 0
gap between HOMO and LUMO: 9.36 eV
SMILES: Nc1ncc(CO)o1
2S+1: 1
HOMO level: -8.634 eV



Short version: Q), S), P), R), most stable first.



P) Computed, not measured: one molecule with the formula C4H6N2O2, with wB97M-V/def2-TZVPD.

Structure (XYZ):
```
14
Properties=species:S:1:pos:R:3:nbo_charge:R:1
C 0.581 0.672 -0.507 -0.019
C -0.870 0.553 -0.564 -0.113
C -1.354 0.090 0.756 -0.273
C 1.137 -0.720 -0.217 0.627
H 2.011 1.518 0.468 0.491
H 0.846 0.820 -1.589 0.183
H -1.481 1.115 -1.236 0.232
H -2.438 0.232 0.962 0.214
H -0.677 0.081 1.631 0.223
H -0.033 -2.581 0.200 0.432
N -1.146 -0.919 -0.317 -0.223
N 0.069 -1.564 -0.039 -0.477
O 1.083 1.732 0.278 -0.689
O 2.272 -1.029 0.173 -0.607
```

net charge: 0
gap between HOMO and LUMO: 10.17 eV
SMILES: O=C1NN2C[C@H]2[C@H]1O
2S+1: 1
HOMO level: -9.296 eV



Q) Computed, not measured: one molecule with the formula C4H6N2O2, with wB97M-V/def2-TZVPD.

Structure (XYZ):
```
14
Properties=species:S:1:pos:R:3:nbo_charge:R:1
C 0.400 1.056 1.157 0.613
C 0.322 1.338 -0.223 -0.589
C -0.025 0.183 -1.141 -0.397
C -0.815 -0.972 -0.437 -0.257
N -0.052 -1.871 0.443 -0.269
N 0.603 -1.407 1.358 0.319
O 1.445 -1.846 2.082 -0.335
O 0.405 1.714 2.152 -0.457
H -0.526 2.077 -0.301 0.253
H 1.223 1.836 -0.516 0.267
H -0.636 0.473 -1.909 0.219
H 0.790 -0.358 -1.470 0.217
H -1.880 -0.674 0.016 0.197
H -1.257 -1.547 -1.210 0.219
```

net charge: 0
gap between HOMO and LUMO (spin up / spin down): 7.49 / 8.59 eV
2S+1: 1
HOMO level (spin up / spin down): -7.831 / -8.527 eV



Short version: P), Q), most stable first.



P) Computed, not measured: a 2-piece molecular cluster, C4H6N2O2 overall, with wB97M-V/def2-TZVPD.

Structure (XYZ):
```
14
Properties=species:S:1:pos:R:3:nbo_charge:R:1
C -0.724 -0.423 0.264 -0.166
C -0.865 1.000 -0.337 -0.549
N 2.047 0.938 0.344 -0.787
C 2.081 0.033 1.160 0.892
C 0.257 0.172 -0.796 0.603
N -1.560 -1.509 -0.139 -0.823
O 2.200 -0.664 2.078 -0.474
O 0.810 -0.213 -1.795 -0.554
H 2.689 1.142 -0.409 0.448
H -0.511 -0.442 1.328 0.210
H -1.581 -1.621 -1.147 0.368
H -2.510 -1.419 0.212 0.363
H -1.650 1.163 -1.069 0.230
H -0.683 1.843 0.305 0.241
```

net charge: 0
gap between HOMO and LUMO: 9.46 eV
SMILES: N[C@@H]1CC1=O.N=C=O
2S+1: 1
HOMO level: -8.789 eV



Q) Computed, not measured: one molecule with the formula C4H6N2O2, with wB97M-V/def2-TZVPD.

Structure (XYZ):
```
14
Properties=species:S:1:pos:R:3:nbo_charge:R:1
C -0.002 -0.303 -0.590 0.446
C -1.982 -0.645 0.358 0.600
C 0.789 0.031 0.651 -0.294
C 0.535 -0.214 1.967 -0.377
H 1.485 1.748 -1.321 0.369
H 1.333 1.225 -2.927 0.376
H -2.773 -1.324 0.633 0.149
H 1.716 0.172 0.245 0.204
H -0.614 -0.535 2.223 0.221
H 1.576 -0.412 2.536 0.244
N 1.021 0.915 -1.930 -0.661
N 0.005 0.170 -1.731 -0.212
O -1.026 -1.400 -0.339 -0.508
O -2.061 0.572 0.225 -0.555
```

net charge: 0
gap between HOMO and LUMO: 8.94 eV
SMILES: C=C/C(=N\N)OC=O
2S+1: 1
HOMO level: -8.608 eV



R) Computed, not measured: one molecule with the formula C4H6N2O2, with wB97M-V/def2-TZVPD.

Structure (XYZ):
```
14
Properties=species:S:1:pos:R:3:nbo_charge:R:1
C 0.288 0.162 -1.334 0.087
C 0.231 0.023 1.047 -0.459
C 1.570 -0.418 0.372 -0.262
C -0.559 0.683 -0.110 -0.181
N 1.281 -0.552 -1.051 -0.352
N -1.858 -0.067 -0.323 0.551
O -2.604 0.444 -1.103 -0.375
O -2.029 -1.110 0.232 -0.366
H 0.149 0.228 -2.392 0.215
H -0.294 -0.800 1.457 0.253
H 0.172 0.719 1.928 0.226
H 2.357 0.343 0.563 0.210
H 1.893 -1.362 0.914 0.213
H -0.596 1.708 -0.199 0.239
```

net charge: 0
gap between HOMO and LUMO: 10.82 eV
SMILES: O=[N+]([O-])[C@@H]1C=NCC1
2S+1: 1
HOMO level: -10.532 eV



Short version: P), R), Q), most stable first.



P) Computed, not measured: one molecule with the formula C4H6N2O2, with wB97M-V/def2-TZVPD.

Structure (XYZ):
```
14
Properties=species:S:1:pos:R:3:nbo_charge:R:1
C 0.887 1.649 -0.014 0.243
C -2.040 -0.203 0.450 0.657
C 1.294 -0.694 0.641 -0.619
C 0.414 0.279 -0.123 0.319
N 1.243 2.731 0.044 -0.257
N 0.195 -0.080 -1.438 -0.785
O -2.276 -0.869 -0.520 -0.626
O -0.929 0.363 0.814 -0.549
H -2.806 0.027 1.224 0.110
H 1.401 -0.367 1.673 0.238
H 0.843 -1.685 0.628 0.229
H 2.276 -0.738 0.172 0.236
H -0.192 -1.006 -1.555 0.409
H -0.311 0.594 -1.996 0.394
```

net charge: 0
gap between HOMO and LUMO: 10.95 eV
SMILES: C[C@](N)(C#N)OC=O
2S+1: 1
HOMO level: -10.209 eV



Q) Computed, not measured: one molecule with the formula C4H6N2O2, with wB97M-V/def2-TZVPD.

Structure (XYZ):
```
14
Properties=species:S:1:pos:R:3:nbo_charge:R:1
C 1.361 1.007 -0.542 0.185
C -0.443 -0.363 0.541 -0.455
C -0.924 0.848 -0.340 -0.246
C 1.074 -0.679 0.203 -0.198
N 0.278 1.572 -0.684 -0.367
N 1.856 -0.704 1.395 0.504
O 2.933 -1.257 1.270 -0.389
O 1.397 -0.278 2.456 -0.397
H 2.327 1.186 -0.849 0.200
H -0.592 -0.105 1.603 0.260
H -1.221 -1.160 0.248 0.224
H -1.348 0.410 -1.272 0.204
H -1.817 1.244 0.139 0.226
H 1.490 -1.318 -0.536 0.247
```

net charge: 0
gap between HOMO and LUMO: 10.10 eV
SMILES: O=[N+]([O-])[C@@H]1C=NCC1
2S+1: 1
HOMO level: -9.950 eV



Short version: P), Q), most stable first.



P) Computed, not measured: one molecule with the formula C4H6N2O2, with wB97M-V/def2-TZVPD.

Structure (XYZ):
```
14
Properties=species:S:1:pos:R:3:nbo_charge:R:1
C 0.685 0.670 1.568 -0.025
C -0.635 0.574 0.855 -0.465
C -0.841 -0.733 0.067 -0.476
C 0.379 -1.040 -0.763 0.102
N 1.717 0.082 1.241 -0.202
N 0.609 -0.141 -1.768 0.413
O -0.028 0.936 -1.801 -0.445
O 1.407 -0.424 -2.673 -0.363
H 0.658 1.343 2.344 0.213
H -1.592 0.921 1.400 0.239
H -0.677 1.458 0.124 0.285
H -1.009 -1.487 0.710 0.224
H -1.764 -0.361 -0.543 0.266
H 1.091 -1.798 -0.763 0.234
```

net charge: 0
gap between HOMO and LUMO (spin up / spin down): 8.14 / 8.92 eV
2S+1: 1
HOMO level (spin up / spin down): -10.058 / -9.786 eV



Q) Computed, not measured: a 2-piece molecular cluster, C4H6N2O2 overall, with wB97M-V/def2-TZVPD.

Structure (XYZ):
```
14
Properties=species:S:1:pos:R:3:nbo_charge:R:1
C 1.209 -0.067 -0.103 0.111
C 0.418 1.061 -0.188 -0.389
C -0.905 0.724 -0.135 0.394
C 0.239 -1.186 0.022 -0.212
H 3.094 -0.831 -0.074 0.371
H 3.196 0.669 -0.240 0.387
H 0.752 2.148 0.161 0.230
H -2.913 1.248 -0.782 0.451
H -2.478 -1.036 0.894 0.482
H 0.109 -2.403 0.376 0.234
N 2.560 0.024 0.110 -0.811
N -1.050 -0.597 -0.144 -0.095
O -1.995 1.533 0.216 -0.651
O -2.236 -1.287 -0.114 -0.502
```

net charge: 0
gap between HOMO and LUMO: 7.00 eV
2S+1: 1
HOMO level: -7.238 eV



Short version: Q), P), most stable first.